1.
A molecular structure, C32H27ClCsN5PSe2. Source: the Open Molecules 2025 dataset; level of theory: the ωB97M-V functional and the def2-TZVPD basis.

Last column: Mulliken charge in e.
CARTESIAN COORDINATES (ANGSTROEM)
Cs1 1.303 0.902 -0.101  1.456
Cl1 0.307 0.441 2.939  -0.143
C1 -0.265 -1.116 3.474  0.888
C2 -0.143 -1.315 4.832  -0.770
C3 -0.618 -2.477 5.406  -0.434
C4 -1.237 -3.420 4.592  -0.903
C5 -1.341 -3.191 3.229  -0.203
C6 -0.895 -2.019 2.609  -0.084
P1 -0.894 -1.792 0.774  -0.003
C7 -1.663 -3.352 0.197  -0.373
C8 -0.800 -4.417 -0.097  -0.302
C9 -1.304 -5.680 -0.373  -0.703
C10 -2.686 -5.844 -0.430  -0.373
C11 -3.552 -4.790 -0.211  -0.744
C12 -3.040 -3.536 0.122  0.139
C13 -2.250 -0.564 0.509  0.739
C14 -3.019 -0.006 1.517  -0.290
C15 -4.076 0.832 1.226  -0.726
C16 -4.387 1.141 -0.090  -0.497
C17 -3.594 0.620 -1.117  -0.948
C18 -2.510 -0.204 -0.822  -0.290
H1 0.296 -0.530 5.437  0.419
H2 -0.570 -2.627 6.485  0.367
H3 -1.609 -4.344 5.002  0.421
H4 -1.812 -3.955 2.633  0.292
H5 0.261 -4.277 -0.017  0.364
H6 -0.661 -6.527 -0.589  0.412
H7 -3.090 -6.822 -0.609  0.405
H8 -4.629 -4.930 -0.280  0.398
H9 -3.685 -2.680 0.307  0.407
H10 -2.818 -0.277 2.557  0.400
H11 -4.675 1.244 2.036  0.434
H12 -5.236 1.760 -0.340  0.433
H13 -3.796 0.842 -2.151  0.627
H14 -1.881 -0.558 -1.625  0.419
Se1 -1.517 3.051 -2.215  0.158
Se2 0.661 3.571 -3.109  -0.046
C19 0.960 1.778 -3.836  -0.413
C20 0.869 1.540 -5.204  -0.412
C21 1.153 0.263 -5.691  -0.291
C22 1.503 -0.729 -4.792  -0.674
C23 1.503 -0.415 -3.438  -0.324
N1 1.260 0.815 -2.974  0.133
C24 -1.275 4.005 -0.539  -0.131
C25 -1.981 5.198 -0.427  -0.464
C26 -1.882 5.906 0.760  -0.315
C27 -1.104 5.412 1.785  -0.694
C28 -0.422 4.210 1.549  -0.322
N2 -0.498 3.508 0.424  0.237
H15 0.561 2.324 -5.876  0.488
H16 1.103 0.055 -6.753  0.407
H17 1.750 -1.722 -5.119  0.442
H18 1.760 -1.176 -2.702  0.448
H19 -2.552 5.563 -1.258  0.439
H20 -2.419 6.834 0.895  0.425
H21 -1.007 5.909 2.740  0.423
H22 0.214 3.775 2.339  0.334
N3 7.130 1.386 -2.114  -0.442
C29 6.422 1.252 -0.962  0.497
C30 5.008 1.281 -0.970  -0.402
N4 4.314 1.026 0.133  -0.097
C31 4.992 0.800 1.262  -0.369
C32 6.373 0.822 1.261  -0.283
N5 7.096 1.042 0.176  -0.575
H23 6.670 1.824 -2.876  0.220
H24 8.112 1.571 -2.007  0.268
H25 4.424 1.505 -1.846  0.307
H26 4.450 0.623 2.182  0.432
H27 6.940 0.661 2.171  0.363

Cartesian forces (eV/Å) of the 6 atoms listed first:
Cs -0.13 0.27 0.09
Cl -0.05 0.14 -0.13
C -0.38 0.07 -0.13
C 0.06 0.08 0.42
C -0.44 -0.32 0.23
C 0.41 0.27 0.01

The value obtained for the HOMO energy is -10.62 eV. Its charge is +1. Its total energy is -194120.76831 eV. As for the HOMO-LUMO gap: 7.73 eV. For the relative energy (zero: lowest compared OMol25 entry of this formula, charge and spin), the calculation gives 0.000 eV.

=====

2.
A molecular structure, C32H27CoIN2O2Si. Source: the Open Molecules 2025 dataset; level of theory: the ωB97M-V functional and the def2-TZVPD basis.

Last column: Mulliken spin population.
CARTESIAN COORDINATES (ANGSTROEM)
Co1 1.202 1.193 0.902  2.722
C1 1.680 -0.947 4.927  -0.002
C2 1.918 -1.698 3.651  0.005
N1 1.944 -3.005 3.695  -0.005
C3 2.116 -3.703 2.551  0.010
C4 2.334 -3.114 1.337  0.000
C5 2.433 -3.963 0.099  -0.001
O1 1.491 -3.571 -0.897  0.000
C6 2.327 -1.697 1.257  0.060
C7 2.599 -1.102 -0.027  -0.043
N2 2.290 0.094 -0.401  0.004
C8 2.582 0.525 -1.724  0.007
C9 2.767 -0.356 -2.790  -0.001
C10 3.016 0.107 -4.069  0.000
C11 3.065 1.470 -4.326  0.002
C12 2.844 2.363 -3.291  -0.004
C13 2.602 1.888 -2.012  0.000
I1 2.227 3.330 -0.532  0.044
C14 2.040 -0.959 2.421  0.001
O2 1.888 0.333 2.465  0.064
H1 2.098 -1.510 5.759  0.000
H2 0.606 -0.837 5.102  0.001
H3 2.110 0.050 4.886  -0.001
H4 2.068 -4.782 2.638  0.001
H5 2.306 -5.013 0.376  0.000
H6 3.414 -3.875 -0.377  -0.001
H7 0.620 -3.503 -0.481  0.000
H8 3.128 -1.742 -0.725  0.008
H9 2.658 -1.421 -2.638  0.001
H10 3.146 -0.605 -4.873  0.000
H11 3.248 1.838 -5.326  0.000
H12 2.850 3.428 -3.479  -0.002
C15 -4.360 3.753 2.477  0.000
C16 -3.024 3.875 2.826  0.011
C17 -2.069 3.088 2.194  0.013
C18 -2.424 2.170 1.205  0.000
C19 -3.777 2.064 0.870  -0.006
C20 -4.737 2.844 1.496  0.001
Si1 -1.123 1.122 0.338  0.100
C21 -1.541 -0.721 0.534  0.013
C22 -2.025 -1.527 -0.501  0.006
C23 -2.205 -2.894 -0.329  -0.002
C24 -1.920 -3.486 0.896  0.005
C25 -1.471 -2.700 1.951  0.000
C26 -1.287 -1.337 1.763  -0.023
C27 -1.266 1.538 -1.506  -0.004
C28 -0.702 0.690 -2.467  -0.003
C29 -0.702 1.018 -3.815  -0.005
C30 -1.252 2.223 -4.234  0.009
C31 -1.806 3.084 -3.300  -0.004
C32 -1.815 2.741 -1.954  0.010
H13 -5.107 4.364 2.968  0.000
H14 -2.726 4.581 3.592  0.000
H15 -1.025 3.188 2.474  0.011
H16 -4.086 1.360 0.104  0.002
H17 -5.779 2.746 1.221  0.000
H18 -2.252 -1.082 -1.463  0.002
H19 -2.578 -3.498 -1.147  0.000
H20 -2.065 -4.550 1.033  0.000
H21 -1.256 -3.148 2.913  0.000
H22 -0.942 -0.734 2.596  -0.002
H23 -0.271 -0.256 -2.157  -0.007
H24 -0.271 0.338 -4.538  0.000
H25 -1.250 2.486 -5.285  0.000
H26 -2.242 4.023 -3.620  0.000
H27 -2.263 3.421 -1.237  0.001

Cartesian forces (eV/Å) of the 6 atoms listed first:
Co -0.22 0.08 0.02
C -0.01 -0.04 0.00
C -0.03 0.02 -0.03
N 0.06 -0.04 -0.06
C -0.01 0.07 0.04
C -0.04 -0.06 0.05

The value obtained for the HOMO energy (spin up / spin down) is -7.16 / -8.06 eV. The spin multiplicity is 4. Its total energy is -94303.37600 eV. As for the HOMO-LUMO gap (spin up / spin down): 6.55 / 7.44 eV. The expectation value of S² is 3.76. For the relative energy (zero: lowest compared OMol25 entry of this formula, charge and spin), the calculation gives 0.019 eV.

=====

3.
A molecular structure, C32H27CrF5NO4P. Source: the Open Molecules 2025 dataset; level of theory: the ωB97M-V functional and the def2-TZVPD basis.

Last column: Mulliken spin population.
CARTESIAN COORDINATES (ANGSTROEM)
Cr1 1.068 0.683 -0.334  1.097
O1 4.428 2.685 -1.274  0.008
C1 3.312 2.320 -0.948  0.001
O2 2.915 1.119 -0.743  -0.016
C2 2.237 3.373 -0.738  0.011
C3 2.529 4.725 -1.023  -0.001
C4 1.558 5.656 -0.837  0.002
C5 0.302 5.252 -0.327  0.001
C6 -0.747 6.166 -0.078  0.001
C7 -1.932 5.741 0.450  -0.001
C8 -2.112 4.379 0.767  -0.001
C9 -1.116 3.475 0.530  -0.003
C10 0.107 3.882 -0.043  -0.001
N1 1.081 2.953 -0.291  -0.027
H1 3.518 4.953 -1.390  0.000
H2 1.728 6.703 -1.059  0.000
H3 -0.587 7.213 -0.312  0.000
H4 -2.730 6.448 0.638  0.000
H5 -3.043 4.048 1.211  0.000
H6 -1.216 2.438 0.801  -0.003
O3 -1.233 1.857 -3.498  0.007
C11 -0.954 1.319 -2.445  0.003
O4 0.249 1.018 -2.051  0.004
C12 -2.060 0.879 -1.474  0.001
P1 -1.268 -0.193 -0.222  -0.023
C13 -1.397 -1.844 -0.981  0.003
C14 -1.216 -2.958 -0.162  -0.001
C15 -1.338 -4.236 -0.679  0.000
C16 -1.598 -4.420 -2.032  -0.001
C17 -1.730 -3.318 -2.861  0.000
C18 -1.638 -2.033 -2.335  0.000
C19 -2.567 -0.299 1.073  -0.004
C20 -3.677 -1.134 0.923  0.000
C21 -4.689 -1.145 1.871  0.000
C22 -4.612 -0.319 2.983  0.000
C23 -3.515 0.514 3.142  0.000
C24 -2.497 0.521 2.197  0.001
H7 -2.876 0.408 -2.022  -0.001
H8 -2.471 1.760 -0.987  0.002
H9 -0.983 -2.819 0.888  0.000
H10 -1.212 -5.094 -0.029  0.000
H11 -1.680 -5.421 -2.439  0.000
H12 -1.910 -3.449 -3.920  0.000
H13 -1.743 -1.188 -3.004  0.000
H14 -3.752 -1.780 0.059  0.000
H15 -5.540 -1.803 1.738  0.000
H16 -5.400 -0.329 3.726  0.000
H17 -3.435 1.153 4.014  0.000
H18 -1.628 1.144 2.362  0.002
F1 0.491 -0.290 2.396  0.001
C25 1.097 0.792 1.783  -0.050
F2 0.445 1.904 2.334  0.000
C26 2.490 0.876 2.429  0.019
F3 2.412 0.879 3.781  0.000
F4 3.104 2.019 2.079  0.002
F5 3.270 -0.146 2.089  0.000
C27 4.336 -3.417 -0.267  0.002
C28 2.818 -3.619 -0.373  -0.003
C29 2.488 -4.331 -1.693  0.002
C30 2.341 -4.475 0.807  0.000
C31 2.150 -2.308 -0.354  0.021
C32 1.606 -1.221 -0.368  -0.054
H19 4.851 -4.383 -0.280  0.000
H20 4.587 -2.897 0.659  -0.001
H21 4.697 -2.810 -1.098  -0.001
H22 2.973 -5.312 -1.723  0.000
H23 2.839 -3.740 -2.540  -0.001
H24 1.410 -4.465 -1.798  0.000
H25 2.867 -5.435 0.820  0.000
H26 1.270 -4.666 0.733  0.000
H27 2.530 -3.960 1.751  0.000

Cartesian forces (eV/Å) of the 6 atoms listed first:
Cr 0.07 0.00 -0.21
O 0.00 -0.01 -0.01
C 0.03 0.03 0.02
O -0.03 -0.05 -0.01
C -0.04 0.00 -0.04
C -0.01 0.03 -0.01

The value obtained for the HOMO energy (spin up / spin down) is -5.22 / -4.85 eV. The spin multiplicity is 2. Its charge is -1. Its total energy is -94603.04037 eV. As for the HOMO-LUMO gap (spin up / spin down): 7.45 / 7.04 eV. The expectation value of S² is 0.76. For the relative energy (zero: lowest compared OMol25 entry of this formula, charge and spin), the calculation gives 0.000 eV.

=====

Q: What is the relative energy (zero: lowest compared OMol25 entry of this formula, charge and spin) in the third record?
A: 0.000 eV